No. 1
This record from the OMol25 dataset describes a structure of composition C43H57CoGeN4OS3SbSi. The level of theory is ωB97M-V/def2-TZVPD.

Geometry (Å):
Co1 1.948 -0.735 -0.528
S1 3.930 -0.642 0.623
C1 3.788 -1.985 1.635
C2 4.961 -2.355 2.379
N1 5.920 -2.640 2.947
C3 2.623 -2.755 1.786
S2 1.231 -2.557 0.871
C4 2.619 -3.782 2.796
N2 2.607 -4.583 3.621
N3 2.980 -2.027 -3.158
N4 2.921 -2.095 -1.715
H1 3.482 -1.171 -3.376
H2 2.016 -1.869 -3.443
H3 3.886 -2.179 -1.407
H4 2.472 -2.981 -1.500
C5 3.599 4.113 -5.793
C6 2.794 3.489 -4.659
C7 2.754 1.967 -4.749
C8 1.855 1.287 -3.711
Ge1 2.665 1.037 -1.927
C9 2.905 2.736 -0.942
C10 1.626 3.438 -0.471
C11 0.850 4.156 -1.571
C12 -0.309 4.968 -1.005
H5 3.611 5.201 -5.725
H6 3.179 3.841 -6.763
H7 4.634 3.765 -5.771
H8 1.769 3.873 -4.677
H9 3.225 3.791 -3.701
H10 3.777 1.581 -4.670
H11 2.397 1.696 -5.749
H12 1.586 0.289 -4.051
H13 0.909 1.823 -3.612
H14 4.144 0.651 -2.300
H15 3.478 3.405 -1.588
H16 3.550 2.500 -0.091
H17 1.876 4.173 0.304
H18 0.949 2.706 -0.024
H19 0.458 3.422 -2.279
H20 1.527 4.807 -2.133
H21 -0.998 4.324 -0.453
H22 -0.879 5.459 -1.795
H23 0.053 5.741 -0.322
C13 -5.778 -1.334 5.045
C14 -4.498 -1.349 5.573
C15 -3.399 -1.226 4.728
C16 -3.567 -1.088 3.355
C17 -4.862 -1.076 2.835
C18 -5.959 -1.197 3.673
Sb1 -1.859 -1.016 2.046
C19 -2.588 0.666 0.931
C20 -3.243 1.682 1.625
C21 -3.649 2.839 0.973
C22 -3.398 2.997 -0.384
C23 -2.731 2.000 -1.079
C24 -2.323 0.844 -0.425
C25 -2.544 -2.734 0.958
C26 -2.994 -3.812 1.720
C27 -3.355 -5.006 1.114
C28 -3.270 -5.138 -0.265
C29 -2.814 -4.075 -1.028
C30 -2.445 -2.881 -0.419
H24 -6.635 -1.432 5.698
H25 -4.351 -1.459 6.641
H26 -2.400 -1.242 5.153
H27 -5.014 -0.973 1.766
H28 -6.959 -1.189 3.257
H29 -3.458 1.570 2.683
H30 -4.165 3.615 1.523
H31 -3.718 3.898 -0.894
H32 -2.519 2.120 -2.135
H33 -1.770 0.096 -0.979
H34 -3.077 -3.723 2.798
H35 -3.701 -5.834 1.720
H36 -3.552 -6.069 -0.740
H37 -2.741 -4.175 -2.104
H38 -2.061 -2.074 -1.028
C31 3.028 -1.534 7.072
C32 2.642 -0.752 5.850
C33 1.397 -0.930 5.248
C34 1.057 -0.249 4.093
C35 1.982 0.607 3.512
C36 3.218 0.818 4.107
C37 3.536 0.149 5.278
S3 1.670 1.454 1.982
C38 0.235 2.396 2.504
O1 1.041 0.491 0.983
H39 2.158 -1.990 7.541
H40 3.526 -0.896 7.803
H41 3.722 -2.332 6.798
H42 0.693 -1.629 5.682
H43 0.090 -0.407 3.634
H44 3.935 1.488 3.647
H45 4.511 0.295 5.726
H46 -0.606 1.708 2.586
H47 0.029 3.150 1.747
H48 0.459 2.861 3.462
C39 -1.161 -3.268 -4.680
Si1 -1.347 -1.494 -4.122
C40 -3.110 -1.135 -3.614
C41 -0.881 -0.352 -5.529
C42 -0.191 -1.202 -2.725
C43 0.561 -0.924 -1.802
H49 -1.873 -3.508 -5.473
H50 -1.328 -3.963 -3.855
H51 -0.156 -3.452 -5.068
H52 -3.743 -1.060 -4.502
H53 -3.184 -0.191 -3.069
H54 -3.525 -1.915 -2.975
H55 -1.565 -0.483 -6.371
H56 0.131 -0.552 -5.889
H57 -0.922 0.694 -5.220

Values from the calculation:
gap between HOMO and LUMO (alpha / beta): 7.5 / 5.6 eV
spin multiplicity: 2
relative energy (zero: lowest compared OMol25 entry of this formula, charge and spin): 126.38 kJ/mol
E_HOMO (alpha / beta): -8.08 / -8.20 eV
⟨S²⟩: 0.776

---

No. 2
This record from the OMol25 dataset describes a structure of composition C2H3AuO3 at a distorted geometry. The level of theory is ωB97M-V/def2-TZVPD.

Geometry (Å):
O1 -0.267 1.183 1.102
C1 0.622 0.542 0.318
C2 0.193 -0.954 0.294
O2 -1.174 -1.079 0.025
Au1 -1.542 0.680 -0.234
H1 0.459 -1.372 1.291
H2 0.845 -1.458 -0.454
H3 1.063 1.230 -1.020
O3 -0.199 1.227 -1.323

Values from the calculation:
gap between HOMO and LUMO (alpha / beta): 8.1 / 6.9 eV
spin multiplicity: 3
relative energy (zero: lowest compared OMol25 entry of this formula, charge and spin): 303.69 kJ/mol
E_HOMO (alpha / beta): -8.99 / -8.64 eV
⟨S²⟩: 2.025

---

No. 3
This record from the OMol25 dataset describes the molecule C20H29N2O3P at a distorted geometry. The level of theory is ωB97M-V/def2-TZVPD.

Geometry (Å):
C1 4.873 1.591 3.132
C2 3.486 1.738 2.524
C3 3.493 2.694 1.336
H1 3.828 3.691 1.635
H2 4.160 2.304 0.558
O1 2.195 2.864 0.795
P1 1.622 1.670 -0.141
O2 2.671 0.946 -0.868
C4 0.575 0.653 0.932
C5 0.375 -0.681 0.604
C6 -0.462 -1.475 1.355
C7 -1.145 -0.958 2.469
C8 -0.935 0.395 2.787
C9 -0.096 1.182 2.028
H3 0.061 2.217 2.298
H4 -1.431 0.842 3.633
N1 -1.999 -1.733 3.208
C10 -2.539 -1.232 4.449
H5 -1.748 -0.931 5.144
H6 -3.133 -2.009 4.925
H7 -3.192 -0.374 4.269
C11 -2.132 -3.140 2.922
H8 -1.189 -3.680 3.068
H9 -2.881 -3.574 3.580
H10 -2.465 -3.291 1.892
H11 -0.581 -2.508 1.073
H12 0.900 -1.086 -0.249
H13 2.782 2.106 3.274
H14 3.124 0.769 2.169
H15 4.848 0.899 3.970
H16 5.572 1.210 2.392
H17 5.238 2.552 3.489
C12 0.418 2.608 -1.212
C13 -0.195 1.543 -2.076
C14 -1.340 0.856 -1.697
C15 -1.843 -0.175 -2.465
C16 -1.214 -0.572 -3.651
C17 -0.050 0.119 -4.018
C18 0.440 1.151 -3.247
H18 1.342 1.659 -3.553
H19 0.486 -0.146 -4.913
N2 -1.735 -1.573 -4.444
C19 -2.791 -2.408 -3.927
H20 -2.497 -2.933 -3.010
H21 -3.063 -3.151 -4.675
H22 -3.679 -1.808 -3.717
C20 -0.951 -2.091 -5.539
H23 -1.510 -2.876 -6.043
H24 -0.754 -1.302 -6.268
H25 0.008 -2.507 -5.206
H26 -2.736 -0.672 -2.122
H27 -1.867 1.128 -0.792
O3 -0.478 3.379 -0.466
H28 -0.870 2.817 0.213
H29 1.004 3.306 -1.822

Values from the calculation:
gap between HOMO and LUMO: 8.0 eV
relative energy (zero: lowest compared OMol25 entry of this formula, charge and spin): 0.00 kJ/mol
SMILES string: CCCO[P@@](=O)(c1ccc(N(C)C)cc1)[C@H](O)c1ccc(N(C)C)cc1
E_HOMO: -7.41 eV

---

No. 4
This record from the OMol25 dataset describes a cluster of 12 separate species, C10H45NO12 in total at a distorted geometry. The level of theory is ωB97M-V/def2-TZVPD.

Geometry (Å):
C1 0.690 -1.534 -0.352
C2 -0.296 -0.379 -0.553
O1 -1.335 -0.379 0.429
H1 1.192 -1.508 0.615
H2 1.383 -1.645 -1.185
H3 0.221 -2.515 -0.425
H4 -0.673 -0.537 -1.563
H5 0.174 0.603 -0.618
H6 -2.136 0.036 0.101
C3 -3.633 -5.146 -2.748
C4 -2.411 -4.897 -3.643
O2 -2.748 -4.921 -5.024
H7 -4.344 -4.323 -2.813
H8 -3.298 -5.137 -1.710
H9 -4.106 -6.119 -2.884
H10 -1.549 -5.529 -3.427
H11 -1.895 -3.968 -3.399
H12 -2.007 -5.269 -5.526
C5 3.669 -6.171 3.108
C6 2.330 -6.221 3.898
O3 1.828 -7.589 3.808
H13 4.371 -6.928 3.457
H14 4.160 -5.222 3.323
H15 3.553 -6.292 2.031
H16 1.615 -5.494 3.511
H17 2.462 -5.901 4.931
H18 2.417 -8.145 4.324
O4 0.907 2.589 3.132
H19 0.316 2.120 2.544
H20 0.449 3.406 3.331
O5 3.712 -6.116 -3.651
H21 4.188 -5.399 -3.233
H22 4.244 -6.346 -4.412
O6 -2.008 -2.626 4.141
H23 -1.221 -2.510 4.672
H24 -1.852 -2.094 3.361
O7 -5.389 2.242 -0.041
H25 -5.246 3.070 0.419
H26 -5.331 2.470 -0.969
O8 3.617 0.997 -3.663
H27 3.034 1.096 -4.416
H28 4.154 1.789 -3.670
O9 -2.831 2.153 -3.723
H29 -2.566 3.069 -3.814
H30 -2.014 1.659 -3.786
O10 -6.207 -1.149 2.784
H31 -6.768 -1.799 2.361
H32 -6.001 -0.522 2.090
O11 5.810 -2.688 -2.380
H33 6.419 -2.295 -1.754
H34 5.475 -1.948 -2.886
C7 0.627 5.880 -0.538
C8 -0.354 6.915 0.092
C9 0.413 7.657 1.229
O12 0.431 6.779 2.303
C10 0.994 7.080 3.620
N1 -0.600 7.947 -0.916
H35 1.164 5.220 0.144
H36 1.461 6.395 -1.015
H37 0.191 5.106 -1.171
H38 -1.345 6.543 0.353
H39 -0.113 8.583 1.459
H40 1.428 7.952 0.962
H41 2.021 7.352 3.377
H42 0.878 6.289 4.361
H43 0.522 7.979 4.015
H44 -0.983 7.649 -1.802
H45 -1.258 8.633 -0.575

Values from the calculation:
gap between HOMO and LUMO: 9.3 eV
relative energy (zero: lowest compared OMol25 entry of this formula, charge and spin): 93.15 kJ/mol
SMILES string: COC[C@H](C)N.CCO.CCO.CCO.O.O.O.O.O.O.O.O
E_HOMO: -9.50 eV

---

What are the calculated total energy values for these records? In order: -194584.37176; -11944.87188; -39623.47216; -37156.83878 eV.